{
  "formula": "C4H13NOS2",
  "method": "the ωB97M-V functional and the def2-TZVPD basis",
  "elements": ["N", "C", "C", "S", "S", "C", "C", "H", "H", "H", "H", "H", "H", "H", "H", "H", "H", "H", "H", "H", "O"],
  "coordinates": [[-1.637149, 0.949283, 2.814914], [-1.477923, 0.096034, 1.659976], [-1.611855, 0.759315, 0.290230], [-0.493411, 2.175195, 0.034060], [1.328001, 1.510151, 0.490047], [2.058182, 0.897182, -1.064176], [2.062084, -0.620588, -1.094054], [-2.496856, 1.475655, 2.822689], [-0.855301, 1.552236, 3.012178], [-2.289954, -0.622375, 1.716098], [-0.582420, -0.493881, 1.824832], [-2.648348, 1.049108, 0.106103], [-1.319510, -0.003356, -0.442068], [3.030881, 1.365933, -1.209548], [1.449053, 1.283262, -1.875596], [2.668058, -1.134132, -1.850698], [2.505484, -1.006155, -0.167611], [1.031225, -0.945319, -1.164142], [0.415030, -2.371804, -1.836750], [-1.005628, -2.756268, -2.064239], [-0.129637, -3.159477, -2.002236]],
  "atomic_forces_ev_per_a": [[-0.04, -0.12, 0.46], [-0.80, 0.27, 0.66], [1.16, -0.99, -0.05], [-0.99, 0.60, -0.28], [0.81, -0.15, 0.27], [-0.18, -0.01, -0.62], [0.83, -0.41, 0.56], [0.02, 0.11, -0.09], [0.05, 0.13, -0.20], [-0.19, -0.35, -0.09], [0.35, 0.16, -0.48], [0.20, 0.35, -0.04], [-0.34, 0.14, -0.15], [0.16, -0.19, 0.34], [-0.19, 0.14, -0.05], [-0.24, 0.59, -0.38], [-0.41, 0.05, 0.06], [-0.11, -0.11, 0.19], [0.05, -0.64, -0.12], [-0.05, -0.37, -0.06], [-0.08, 0.80, 0.09]],
  "mulliken_charge": [-0.5409, -0.7048, -0.3489, -0.1170, -0.0874, -0.5919, -0.3002, 0.2078, 0.2301, 0.3824, 0.3770, 0.4281, 0.0432, 0.3681, 0.3334, 0.4268, 0.2925, -0.4513, 0.3700, 0.3295, -0.6465],
  "smiles": "CCSSCCN.O",
  "de_lowest_kj_mol": 58.5,
  "orbital_gap_ev": 9.6,
  "e_lumo_ev": 0.568,
  "e_tot_ha": -1086.5590,
  "charge": 0
}


{
  "formula": "C4H13NP",
  "method": "the ωB97M-V functional and the def2-TZVPD basis",
  "elements": ["C", "C", "C", "C", "N", "P", "H", "H", "H", "H", "H", "H", "H", "H", "H", "H", "H", "H", "H"],
  "coordinates": [[1.627173, -1.523420, -0.226979], [-1.024758, 1.873071, -0.144979], [1.714370, -0.276330, 0.553416], [-0.928126, 0.481071, 0.430305], [2.204220, 0.809614, 0.007907], [-2.030753, -0.719590, -0.121848], [0.809512, -2.155425, 0.110776], [2.549750, -2.097772, -0.078144], [1.528742, -1.331216, -1.297920], [-1.312329, 1.841054, -1.194926], [-0.054245, 2.366432, -0.064763], [-1.742800, 2.498225, 0.388216], [1.589074, -0.301598, 1.624628], [-0.893243, 0.471118, 1.521948], [2.352116, 0.842938, -0.993984], [2.357429, 1.654377, 0.538174], [-1.990478, -0.811427, -1.498996], [-3.417027, -0.810821, 0.075460], [-1.643183, -1.959765, 0.332728]],
  "atomic_forces_ev_per_a": [[0.06, -0.32, -0.24], [-0.07, -0.22, 0.04], [-0.40, 0.79, -0.84], [-0.05, -0.55, 0.51], [-0.13, -0.66, 0.36], [0.58, 0.58, 0.13], [0.03, 0.09, 0.03], [0.02, 0.08, 0.07], [-0.03, 0.01, 0.14], [0.07, 0.17, -0.11], [0.09, 0.14, -0.13], [0.00, 0.09, -0.08], [-0.03, 0.16, 0.09], [-0.03, -0.09, 0.00], [0.03, 0.09, 0.15], [0.00, -0.01, 0.00], [0.04, -0.05, -0.44], [-0.27, 0.18, 0.16], [0.10, -0.49, 0.17]],
  "mulliken_charge": [-1.0527, -1.0790, 0.2697, -0.2820, -0.2707, 0.0381, 0.2105, 0.3523, 0.3808, 0.3468, 0.2239, 0.3197, 0.3881, 0.3252, 0.2382, 0.2908, 0.1047, 0.1186, 0.0771],
  "de_lowest_kj_mol": 279.5,
  "orbital_gap_ev": 7.6,
  "e_lumo_ev": -3.907,
  "e_tot_ha": -555.9682,
  "charge": 1
}


{
  "formula": "C4H13NPS",
  "method": "the ωB97M-V functional and the def2-TZVPD basis",
  "elements": ["C", "C", "C", "C", "N", "P", "S", "H", "H", "H", "H", "H", "H", "H", "H", "H", "H", "H", "H", "H"],
  "coordinates": [[-1.012440, 0.469611, -2.176374], [2.135377, -0.075797, -0.808573], [0.732077, -1.543049, 1.280733], [-1.375984, 1.086836, 2.072741], [-0.699591, -0.379283, -1.010877], [0.538470, -0.108549, 0.160707], [0.059854, 1.718259, 1.074760], [-0.590875, 1.552455, -2.098317], [-0.707619, 0.065545, -3.115108], [-2.151078, 0.609408, -2.367323], [2.095706, 0.836306, -1.386346], [2.039722, -0.862353, -1.488676], [3.092678, 0.032595, -0.280701], [0.419824, -2.299472, 0.557153], [0.073949, -1.690243, 2.116949], [1.804789, -1.721375, 1.569124], [-2.297565, 1.724135, 1.671734], [-1.188689, 1.455067, 3.010027], [-1.437110, 0.063763, 2.020044], [-1.531494, -0.933860, -0.801675]],
  "atomic_forces_ev_per_a": [[-1.16, 2.82, 0.02], [-1.01, 2.23, 1.39], [0.31, -0.27, -1.16], [-1.55, 4.06, -3.24], [0.39, -0.52, 0.77], [-0.39, 0.52, -1.16], [0.63, -0.93, -0.06], [-0.62, -1.92, 0.08], [0.82, -0.55, -0.45], [1.79, -0.30, 1.04], [-0.21, 0.38, -0.43], [0.22, -1.52, -0.89], [-0.58, -0.64, 0.31], [0.34, -0.57, 0.08], [-0.27, 0.52, 0.42], [-1.10, 0.49, -0.40], [1.73, -1.98, 0.74], [0.45, 0.46, 2.49], [-0.59, -2.23, -0.08], [0.81, -0.03, 0.52]],
  "mulliken_charge": [-0.9011, -1.1319, -1.0156, -0.7849, -0.2605, 0.7379, -0.0595, 0.2936, 0.3423, 0.3063, 0.3773, 0.4013, 0.3985, 0.3849, 0.3767, 0.3369, 0.2882, 0.3469, 0.2750, 0.2878],
  "de_lowest_kj_mol": 0.0,
  "orbital_gap_ev": 10.5,
  "e_lumo_ev": -2.927,
  "e_tot_ha": -954.2451,
  "charge": 1
}


{
  "formula": "C4H13NS",
  "method": "the ωB97M-V functional and the def2-TZVPD basis",
  "elements": ["C", "C", "C", "N", "H", "H", "H", "H", "H", "H", "H", "H", "H", "H", "C", "S", "H", "H", "H"],
  "coordinates": [[1.198079, 1.436682, -0.256153], [-0.070647, 0.722703, -0.701554], [-0.596142, 1.279303, -2.019407], [0.161659, -0.730528, -0.762741], [1.566086, 1.000415, 0.673315], [1.969009, 1.347006, -1.023483], [1.004089, 2.502111, -0.100989], [-0.837076, 0.869282, 0.062205], [0.141517, 1.136255, -2.814881], [-0.791002, 2.356574, -1.938129], [-1.517196, 0.778329, -2.329734], [0.731426, -1.239962, 0.784078], [-0.707306, -1.210997, -1.009600], [0.852256, -0.953480, -1.475631], [-0.753208, -1.878861, 2.611358], [0.981634, -1.649774, 2.137791], [-0.810790, -1.882103, 3.699048], [-1.373376, -1.065482, 2.234679], [-1.149012, -2.817467, 2.229835]],
  "atomic_forces_ev_per_a": [[-0.08, -0.11, -0.03], [-0.06, 0.01, -0.28], [0.08, 0.10, 0.04], [0.10, 0.17, 0.20], [0.06, 0.05, 0.03], [0.05, 0.00, 0.01], [-0.02, 0.00, 0.01], [0.01, 0.01, 0.06], [-0.02, -0.02, 0.00], [-0.05, -0.01, -0.02], [-0.03, -0.01, 0.01], [-0.03, -0.31, 0.61], [0.03, -0.03, -0.12], [-0.09, 0.00, -0.14], [-0.06, 0.07, -0.08], [0.10, 0.14, -0.32], [-0.01, -0.02, 0.00], [0.03, 0.02, 0.00], [-0.02, -0.05, 0.01]],
  "mulliken_charge": [-1.8313, 0.3176, -3.6297, -0.9917, 0.2289, 0.5890, 0.5792, 0.6443, 0.5826, 0.7338, 0.9882, 0.2196, 0.5522, 0.4871, -1.2771, -0.2715, 0.3564, 0.3683, 0.3543],
  "de_lowest_kj_mol": 0.0,
  "s_squared": 0.750,
  "multiplicity": 2,
  "orbital_gap_ev": [2.3, 8.6],
  "e_lumo_ev": [3.488, 3.418],
  "e_tot_ha": -613.0830,
  "charge": -1
}


{
  "formula": "C4H13NS",
  "method": "the ωB97M-V functional and the def2-TZVPD basis",
  "elements": ["C", "C", "S", "H", "H", "H", "H", "H", "C", "C", "N", "H", "H", "H", "H", "H", "H", "H", "H"],
  "coordinates": [[2.343712, 1.346303, -1.838734], [2.514392, 0.798148, -0.423952], [0.861290, 0.868853, 0.359269], [1.814873, 2.311221, -1.809264], [1.727088, 0.660705, -2.434278], [3.273715, 1.462757, -2.401602], [3.096779, 1.529600, 0.152416], [3.015118, -0.160406, -0.376829], [-2.767260, -0.231978, 0.415667], [-1.917652, -0.821175, 1.531441], [-0.970967, -1.787681, 0.939700], [-3.636528, 0.293620, 0.829762], [-2.177818, 0.449732, -0.201511], [-3.111577, -1.022604, -0.251100], [-1.405602, -0.058659, 2.130027], [-2.553123, -1.459123, 2.161145], [0.619413, -0.628736, -0.861345], [-0.455896, -2.341445, 1.609501], [-0.269963, -1.209124, 0.469691]],
  "atomic_forces_ev_per_a": [[-0.06, -0.17, -0.47], [-0.01, 1.95, 0.01], [0.26, -3.81, -2.79], [0.27, -0.34, -0.02], [-0.01, 0.10, 0.14], [0.13, 0.04, 0.27], [0.14, -0.25, -0.05], [-0.22, -0.18, 0.16], [0.01, 0.22, 0.14], [-0.13, -1.52, -0.06], [0.39, 0.75, -0.69], [0.21, 0.04, -0.19], [-0.09, 0.15, 0.07], [-0.07, -0.08, 0.16], [-0.26, 0.04, 0.05], [-0.03, 0.59, 0.23], [-0.08, 3.18, 2.38], [-0.16, 0.10, 0.36], [-0.31, -0.80, 0.30]],
  "mulliken_charge": [-0.8534, -0.5383, -0.1385, 0.2846, 0.3095, 0.3149, 0.3042, 0.2870, -1.0129, -0.2526, -0.6606, 0.3155, 0.2687, 0.3199, 0.2612, 0.3470, 0.3159, 0.1794, -0.0516],
  "de_lowest_kj_mol": 254.5,
  "orbital_gap_ev": 7.9,
  "e_lumo_ev": -1.005,
  "e_tot_ha": -613.0321,
  "charge": 0
}


{
  "formula": "C4H13NS2",
  "method": "the ωB97M-V functional and the def2-TZVPD basis",
  "elements": ["C", "S", "S", "H", "H", "H", "H", "C", "C", "C", "N", "H", "H", "H", "H", "H", "H", "H", "H", "H"],
  "coordinates": [[-0.659641, -1.177309, 1.677609], [-0.121788, -1.998363, 0.182287], [-1.916191, -1.990841, -0.872592], [-1.071562, -0.183819, 1.489092], [0.229586, -1.033577, 2.295896], [-1.375453, -1.758985, 2.249897], [-2.054049, -3.322841, -0.942164], [1.347464, 2.970957, 0.188151], [1.131855, 1.603586, -0.428420], [-0.134813, 1.503990, -1.262020], [2.522203, 2.953662, 1.067857], [0.482538, 3.244841, 0.795133], [1.417207, 3.733449, -0.599076], [1.095594, 0.876326, 0.379158], [2.013976, 1.351479, -1.014276], [-0.167355, 2.232783, -2.076693], [-1.001732, 1.709548, -0.623648], [-0.254067, 0.521053, -1.706310], [2.683874, 3.891466, 1.416230], [3.340073, 2.746422, 0.503786]],
  "atomic_forces_ev_per_a": [[0.07, 0.35, 0.60], [-0.32, 0.08, -0.34], [0.39, -0.08, -0.04], [0.02, -0.13, -0.18], [0.05, -0.07, -0.07], [-0.08, -0.15, -0.08], [-0.12, 0.00, 0.11], [-0.05, 0.13, 0.08], [0.00, 0.07, 0.04], [-0.16, 0.32, 0.08], [0.04, 0.18, -0.22], [-0.08, -0.05, 0.06], [0.01, -0.05, -0.09], [0.00, -0.14, 0.12], [0.11, -0.09, -0.22], [0.13, 0.02, 0.06], [-0.01, -0.10, -0.12], [-0.01, -0.16, 0.02], [-0.01, -0.01, 0.16], [0.05, -0.12, 0.04]],
  "mulliken_charge": [-0.7806, -0.0754, -0.2199, 0.2369, 0.2956, 0.3617, 0.1566, -0.6065, -0.1641, -1.0841, -0.6115, 0.3518, 0.3042, 0.1643, 0.3256, 0.4098, 0.2829, 0.1993, 0.2332, 0.2201],
  "smiles": "CCCN.CSS",
  "de_lowest_kj_mol": 13.0,
  "orbital_gap_ev": 9.4,
  "e_lumo_ev": 0.574,
  "e_tot_ha": -1011.3179,
  "charge": 0
}


{
  "formula": "C4H13NS2",
  "method": "the ωB97M-V functional and the def2-TZVPD basis",
  "elements": ["C", "S", "C", "H", "H", "H", "H", "H", "H", "C", "C", "S", "N", "H", "H", "H", "H", "H", "H", "H"],
  "coordinates": [[-1.683456, 0.876679, 1.353811], [-0.893209, -0.590012, 2.048153], [-2.042053, -1.840886, 1.441472], [-2.703896, 0.949432, 1.725041], [-1.678410, 0.819473, 0.268683], [-1.118177, 1.744241, 1.679423], [-1.531097, -2.800795, 1.491174], [-2.950728, -1.887767, 2.033476], [-2.288528, -1.644488, 0.398413], [1.717184, 0.499164, -0.368919], [1.119337, -0.093343, -1.631352], [0.356539, 1.216347, -2.657784], [2.383508, -0.556856, 0.392370], [2.457731, 1.258331, -0.621801], [0.921798, 0.994989, 0.197646], [1.884162, -0.617075, -2.193473], [0.332724, -0.802052, -1.370033], [-0.644023, 0.483772, -3.139124], [2.843879, -0.119352, 1.183829], [1.646317, -1.117159, 0.817168]],
  "atomic_forces_ev_per_a": [[-0.06, -0.27, 0.14], [0.01, -0.01, 0.01], [0.19, -0.05, -0.13], [-0.03, 0.10, -0.03], [-0.01, 0.11, -0.11], [0.03, 0.08, 0.00], [-0.04, -0.02, 0.05], [-0.09, 0.05, 0.06], [-0.02, 0.00, -0.01], [-0.01, 0.01, -0.02], [-0.25, 0.09, -0.06], [0.21, 0.07, 0.19], [-0.25, 0.10, 0.23], [0.03, 0.05, -0.10], [-0.02, 0.07, -0.03], [0.09, -0.05, -0.08], [0.06, -0.04, 0.06], [-0.13, -0.12, -0.10], [0.17, -0.10, -0.03], [0.12, -0.08, -0.05]],
  "mulliken_charge": [-0.8337, -0.0823, -0.8414, 0.3508, 0.2127, 0.3226, 0.3068, 0.3322, 0.2563, -0.2863, -0.5435, -0.2427, -0.6975, 0.4378, 0.0545, 0.4312, 0.2008, 0.1104, 0.2571, 0.2539],
  "smiles": "NCCS.CSC",
  "de_lowest_kj_mol": 30.2,
  "orbital_gap_ev": 9.5,
  "e_lumo_ev": 0.761,
  "e_tot_ha": -1011.3114,
  "charge": 0
}


{
  "formula": "C4H14B4Cl8NO5P",
  "method": "the ωB97M-V functional and the def2-TZVPD basis",
  "elements": ["N", "B", "O", "B", "O", "B", "O", "B", "P", "O", "O", "H", "H", "H", "H", "H", "H", "C", "Cl", "Cl", "H", "H", "C", "Cl", "Cl", "H", "H", "C", "Cl", "Cl", "H", "H", "C", "Cl", "Cl", "H", "H"],
  "coordinates": [[-4.086577, 1.466521, -0.483441], [-2.890784, 0.991491, -1.251991], [-2.967808, -0.096670, -2.147980], [-1.465376, 1.841186, -1.021203], [-0.974973, 2.862821, -1.885823], [-0.213339, 3.794821, -1.103566], [0.909575, 3.314471, -0.383643], [0.709040, 1.914372, -0.329776], [2.054632, 0.635106, -0.901264], [3.409325, 1.095370, -0.440532], [-0.653717, 1.534898, 0.134158], [-3.729714, 1.723800, 0.448164], [-4.361633, 2.372755, -0.896768], [-2.417731, -0.839941, -1.855003], [-0.538578, 4.931942, -1.107618], [1.670746, -0.642499, -0.392164], [1.980612, 0.532708, -2.334286], [3.687072, -3.395191, -0.506879], [3.875753, -1.864427, -1.370985], [5.138777, -4.392405, -0.638318], [3.498386, -3.185316, 0.542435], [2.848296, -3.938821, -0.932009], [3.579275, -7.888340, 0.753582], [2.866778, -8.749537, 2.121841], [2.627895, -6.462765, 0.322672], [4.583470, -7.571568, 1.020963], [3.617088, -8.556396, -0.101772], [0.398358, 0.197986, 3.272185], [0.499070, 0.900897, 1.634235], [1.164653, -1.396942, 3.349765], [0.892495, 0.859827, 3.979735], [-0.651408, 0.096035, 3.530814], [-5.113894, 5.654231, -0.122588], [-3.376002, 5.963820, -0.039559], [-5.487234, 4.394540, -1.305689], [-5.460827, 5.331829, 0.854821], [-5.621700, 6.569388, -0.412509]],
  "atomic_forces_ev_per_a": [[0.92, 0.04, -0.58], [-0.86, -0.59, -0.30], [-0.29, 0.51, 1.29], [1.30, 0.17, 0.17], [0.07, 0.15, 2.13], [0.70, -0.62, -0.50], [-1.76, -1.28, -1.18], [-1.34, 1.59, 0.45], [1.55, 0.42, 0.17], [-0.84, -0.30, -0.28], [-1.55, 2.45, -7.40], [-0.27, 0.07, -0.38], [-0.17, -0.55, 0.34], [0.04, 0.37, -0.49], [0.22, 0.06, 0.02], [-0.27, 0.48, -0.46], [-0.34, -0.17, 0.51], [-0.18, -0.05, 0.05], [0.27, -0.28, -0.05], [0.11, 0.05, -0.01], [0.13, 0.04, -0.07], [0.14, 0.02, -0.07], [0.19, -0.07, -0.05], [0.06, -0.04, -0.02], [-0.17, -0.12, 0.01], [-0.13, 0.07, 0.05], [-0.13, 0.06, 0.07], [1.32, 0.12, 0.46], [1.42, -2.65, 6.48], [-0.06, -0.03, 0.11], [0.02, -0.13, -0.02], [0.02, -0.01, -0.33], [-0.05, 0.09, 0.14], [-0.01, 0.03, 0.06], [-0.24, 0.22, -0.09], [0.09, -0.07, -0.09], [0.10, -0.09, -0.09]],
  "mulliken_charge": [-0.5835, 0.4315, -0.6208, 0.1473, -0.3534, 0.4306, -0.4846, 0.3594, 0.3706, -0.6271, 0.1175, 0.3017, 0.1124, 0.3095, -0.1264, -0.0101, 0.0805, -0.2865, -0.1869, -0.1634, 0.3310, 0.2848, -0.2386, -0.1532, -0.1347, 0.2437, 0.2855, -0.4404, 0.2048, -0.1694, 0.2994, 0.2732, -0.2843, -0.1271, -0.1720, 0.2630, 0.3161],
  "orbital_gap_ev": 9.1,
  "e_lumo_ev": -0.401,
  "e_tot_ha": -4714.2180,
  "charge": 0
}